[1]
{"formula": "C22H41BrN6OP2RuSi", "method": "the ωB97M-V functional and the def2-TZVPD basis", "species": ["Ru", "Br", "P", "P", "Si", "O", "N", "N", "N", "N", "N", "N", "C", "C", "C", "C", "C", "C", "C", "C", "C", "C", "C", "C", "C", "C", "C", "C", "C", "C", "C", "C", "C", "C", "H", "H", "H", "H", "H", "H", "H", "H", "H", "H", "H", "H", "H", "H", "H", "H", "H", "H", "H", "H", "H", "H", "H", "H", "H", "H", "H", "H", "H", "H", "H", "H", "H", "H", "H", "H", "H", "H", "H", "H", "H"], "xyz": [[-0.1025, -0.2027, 0.0175], [1.5614, 2.6525, 2.4463], [-0.2081, -0.4544, -2.2971], [2.3034, -0.1859, -0.2707], [0.2219, -2.6463, -0.1115], [-0.0526, -0.1181, 6.4075], [0.5651, 4.4472, -0.3107], [0.4769, 2.0100, -0.5866], [-1.2357, 4.9828, -1.7366], [-2.2797, -0.2845, 0.1439], [-0.1000, 0.4027, 2.2917], [0.0248, 6.6113, -0.7054], [-4.3211, 0.1629, -0.7633], [-4.4008, -1.0683, -0.0928], [3.4226, -1.3979, 0.5334], [1.4482, -0.9933, -2.8848], [-1.4541, -1.5076, -3.0996], [-0.8797, -0.5078, 2.8963], [-0.1187, 0.0210, 5.0782], [-0.4016, 1.0210, -3.3678], [1.5741, -3.5552, -1.1094], [0.6104, 1.1710, 3.1242], [-0.2222, 5.3141, -0.9174], [-2.6058, 2.0053, -0.9334], [2.5483, -0.2703, -2.1065], [0.6561, 1.0167, 4.4927], [-3.1704, -1.3067, 0.4760], [0.6454, -3.0853, 1.6942], [-3.0089, -2.4148, 1.4804], [3.3668, 1.2672, 0.0554], [-3.0358, 0.6178, -0.5910], [-1.2211, -3.7297, -0.6948], [-0.9301, -0.7442, 4.2502], [0.4496, 3.1662, -0.4973], [0.8096, 6.8534, -0.1265], [-3.2400, -2.0797, 2.4976], [3.7341, -0.9584, 1.4820], [-1.6961, 2.0368, -1.5164], [2.5637, -3.1236, -1.2224], [-2.0420, -2.9052, 1.5067], [-0.5117, 7.3417, -1.1355], [-3.7450, -3.1838, 1.2453], [-1.0206, -4.0862, -1.7062], [-1.4071, 1.4291, -3.3001], [2.5701, 0.7821, -2.4055], [-5.1144, 0.6961, -1.2639], [-2.2088, -3.2786, -0.6701], [1.2112, -3.8360, -2.0985], [-2.3053, -0.8797, -3.3622], [-0.2540, 0.6682, -4.3902], [-0.2074, -3.0884, 2.3683], [0.3344, 1.7889, -3.1425], [2.9660, -2.3559, 0.7433], [1.5247, -2.0651, -2.7435], [1.3959, -2.4196, 2.1237], [3.5563, 1.3767, 1.1199], [3.5348, -0.6808, -2.3318], [4.3155, -1.5515, -0.0746], [1.2540, 1.6739, 5.1052], [-2.4306, 2.6034, -0.0319], [1.6928, -4.4967, -0.5628], [-1.0426, -1.9482, -4.0092], [-1.8679, 5.6840, -2.0815], [-1.5122, -1.0659, 2.2357], [-1.5562, 4.0287, -1.7547], [-5.2708, -1.6943, 0.0334], [2.9264, 2.1830, -0.3253], [1.0576, -4.0988, 1.6922], [-1.5909, -1.5081, 4.6394], [-1.2397, -4.6157, -0.0523], [1.5363, -0.8045, -3.9565], [-1.8147, -2.2872, -2.4408], [4.3181, 1.0841, -0.4497], [-0.6457, -0.8152, 6.7123], [-3.4076, 2.4832, -1.5002]], "forces_ev_per_angstrom": [[0.5, 0.7, -0.6], [-0.1, 0.0, 0.1], [-0.1, 0.0, 0.1], [-0.1, -0.2, 0.1], [0.1, -0.2, 0.1], [0.0, 0.0, 0.0], [0.1, 0.0, 0.0], [-0.5, -0.3, 0.2], [0.1, 0.0, 0.0], [-0.1, 0.2, 0.1], [0.0, -0.2, 0.0], [0.0, 0.0, 0.0], [0.1, 0.1, -0.1], [0.0, -0.1, 0.1], [0.0, 0.0, 0.0], [0.0, -0.1, 0.1], [0.0, -0.1, 0.1], [0.0, 0.0, 0.1], [0.0, 0.0, 0.0], [0.0, 0.0, 0.1], [0.0, 0.0, 0.1], [0.0, 0.0, 0.0], [-0.1, 0.0, -0.1], [0.0, 0.1, 0.1], [-0.1, 0.0, 0.0], [0.0, 0.0, 0.0], [0.0, 0.0, -0.1], [0.0, 0.0, -0.1], [-0.1, 0.0, 0.0], [0.0, 0.0, -0.1], [-0.1, 0.0, -0.1], [0.0, 0.0, 0.1], [0.0, 0.0, 0.0], [0.1, 0.0, 0.0], [0.0, 0.0, 0.0], [0.0, 0.1, 0.0], [0.0, 0.0, 0.0], [0.1, 0.0, -0.1], [0.1, 0.0, 0.0], [0.1, 0.0, 0.0], [0.0, 0.0, 0.0], [0.0, 0.0, 0.0], [0.0, 0.0, 0.0], [0.0, 0.0, 0.0], [0.0, 0.0, 0.0], [0.0, 0.0, 0.0], [0.0, 0.0, 0.0], [0.0, 0.0, 0.0], [0.0, 0.0, 0.0], [0.0, 0.0, 0.0], [-0.1, 0.0, 0.0], [0.0, 0.0, 0.0], [0.0, 0.0, -0.1], [0.0, 0.1, -0.1], [-0.1, 0.0, 0.0], [0.0, 0.0, -0.1], [0.0, 0.0, 0.0], [0.0, 0.0, 0.0], [0.0, 0.0, 0.0], [0.0, 0.0, 0.0], [0.0, 0.0, 0.0], [0.0, 0.0, 0.0], [0.0, 0.0, 0.0], [0.0, 0.0, 0.0], [0.0, -0.1, 0.0], [0.0, 0.0, 0.0], [0.0, 0.0, 0.0], [0.0, 0.0, 0.0], [0.0, 0.0, 0.0], [0.0, 0.0, 0.0], [0.0, 0.1, 0.0], [0.0, 0.0, 0.0], [0.0, 0.0, 0.0], [0.0, 0.0, 0.0], [0.0, 0.0, 0.0]], "e_homo_ev": [-9.2, -9.2], "relative_energy_ev": 0.688, "s_squared": 0.756, "e_tot_ev": -133544.148, "multiplicity": 2, "total_charge": 1}

[2]
{"formula": "C6H14O", "method": "the ωB97M-V functional and the def2-TZVPD basis", "species": ["O", "C", "C", "C", "C", "C", "C", "H", "H", "H", "H", "H", "H", "H", "H", "H", "H", "H", "H", "H", "H"], "xyz": [[1.2918, -2.1092, 0.3600], [3.4744, 0.8739, -0.1085], [-2.3491, 0.5273, 1.0638], [-1.9115, -0.4725, -1.2046], [0.8873, -1.1313, -0.2250], [0.0087, -0.0848, 0.4167], [-1.4829, -0.4447, 0.2644], [-2.0700, 0.5336, 2.1232], [-2.9689, -0.7438, -1.2961], [-1.3342, -1.1955, -1.7918], [-1.6130, -1.4510, 0.6855], [4.4976, 1.2032, -0.3049], [0.2688, -0.0347, 1.4799], [1.1313, -0.9792, -1.2993], [0.1995, 0.8959, -0.0410], [-1.7796, 0.5155, -1.6648], [3.0719, 1.4103, 0.7549], [-2.2417, 1.5499, 0.6799], [3.4703, -0.1989, 0.1003], [2.8574, 1.0825, -0.9873], [-3.4082, 0.2537, 0.9946]], "forces_ev_per_angstrom": [[-0.2, 0.4, -0.3], [0.0, 0.0, 0.0], [0.0, 0.0, 0.0], [0.0, 0.0, -0.1], [0.0, -0.2, 0.2], [0.0, 0.0, 0.1], [0.0, -0.1, 0.0], [0.0, 0.0, -0.2], [0.2, 0.0, 0.0], [-0.1, 0.1, 0.1], [0.0, 0.1, -0.1], [-0.2, 0.0, 0.1], [0.0, 0.0, -0.1], [0.0, -0.1, 0.1], [0.0, -0.1, 0.0], [0.0, -0.1, 0.1], [0.1, -0.1, -0.1], [0.0, -0.1, 0.0], [0.0, 0.2, 0.0], [0.1, 0.0, 0.1], [0.2, 0.0, 0.0]], "smiles": "CC(C)CC=O.C", "e_homo_ev": -9.8, "relative_energy_ev": 0.609, "e_tot_ev": -8496.284, "multiplicity": 1, "total_charge": 0}

[3]
{"formula": "C44H52AuN4Te", "method": "the ωB97M-V functional and the def2-TZVPD basis", "species": ["Au", "Te", "N", "N", "N", "N", "C", "C", "C", "C", "C", "C", "C", "C", "C", "C", "C", "C", "C", "C", "C", "C", "C", "C", "C", "C", "C", "C", "C", "C", "C", "C", "C", "C", "C", "C", "C", "C", "C", "C", "C", "C", "C", "C", "C", "C", "C", "C", "C", "C", "H", "H", "H", "H", "H", "H", "H", "H", "H", "H", "H", "H", "H", "H", "H", "H", "H", "H", "H", "H", "H", "H", "H", "H", "H", "H", "H", "H", "H", "H", "H", "H", "H", "H", "H", "H", "H", "H", "H", "H", "H", "H", "H", "H", "H", "H", "H", "H", "H", "H", "H", "H"], "xyz": [[0.0160, 0.3477, 0.6732], [0.3471, 0.1174, -2.8648], [1.5535, 1.5353, 1.0284], [-0.8843, 1.8097, -0.3086], [0.8425, -1.0578, 1.7857], [-1.5044, -0.8442, 0.2621], [0.8182, -1.9897, -2.8358], [3.2470, 3.0144, 0.5791], [1.7187, -0.7967, 2.8182], [2.6020, 1.2778, 1.8656], [-3.1095, 0.8369, -0.4643], [-0.8622, 6.1986, -0.1058], [1.0226, 3.3097, -0.5452], [1.2376, -3.7772, -4.5509], [6.0291, 1.3663, 1.5783], [-4.9917, -1.6216, -0.7660], [-4.5591, 4.0649, 0.3341], [4.4541, 3.5505, -1.5325], [0.5217, -0.0862, -5.0095], [-3.5386, -1.6426, -0.4137], [1.8986, 2.6169, 0.2541], [1.3719, -4.1990, -5.8619], [-0.9671, -4.1204, 4.3920], [-2.5602, 3.2520, -0.9041], [-2.7656, -2.7222, -0.1069], [2.3666, -1.8567, 5.0812], [0.3360, -2.3041, 2.0042], [-0.3391, 3.0145, -0.6402], [-3.9472, 3.7860, -1.0488], [-3.0973, -4.1702, -0.2625], [4.0094, 4.0670, -0.1556], [-5.8415, -1.4762, 0.5053], [0.4583, -4.1490, 3.8227], [3.6658, 2.2138, 1.6009], [1.6988, -1.8876, 3.7458], [-1.1454, 5.3647, -1.3640], [1.2228, -3.2896, -6.9011], [1.5603, -0.9956, 6.0655], [-1.3679, 3.9251, -1.0263], [0.8544, -2.8391, 3.2195], [-2.3756, -4.7607, -1.4822], [0.9560, -2.4434, -4.2632], [-0.6244, -2.9116, 1.1841], [0.9429, -1.9638, -6.6218], [-2.2425, 1.9178, -0.4919], [4.9832, 2.2208, 2.3065], [-1.5124, -2.2126, 0.4048], [0.8109, -1.5322, -5.3039], [-2.7301, -0.4662, -0.2025], [2.6093, 0.2641, 2.8080], [-0.7540, -3.9809, 1.2810], [-0.3087, 5.4592, -2.0600], [4.8847, 4.3486, 0.4307], [6.9611, 1.3521, 2.1430], [-2.6713, -5.7981, -1.6372], [-6.8972, -1.3757, 0.2541], [-5.5394, -0.5948, 1.0728], [-2.8175, -4.7283, 0.6342], [-0.7534, 7.2525, -0.3603], [-4.5741, 3.0693, -1.5834], [0.0213, -2.5275, -2.3205], [-1.2931, -4.7282, -1.3487], [-1.6996, -3.9340, 3.6062], [4.8557, 1.8405, 3.3211], [-1.0622, -3.3314, 5.1388], [-4.1745, -4.2791, -0.3864], [1.5935, -5.2366, -6.0746], [1.4979, 0.0329, 5.7088], [-5.2643, -2.5425, -1.2806], [-5.2027, -0.7933, -1.4435], [0.5363, -4.9391, 3.0715], [-3.9865, 4.8377, 0.8478], [-5.7217, -2.3501, 1.1460], [0.8263, -1.2499, -7.4284], [5.3447, 3.2467, 2.3898], [6.2368, 1.7672, 0.5863], [1.1538, -4.3912, 4.6261], [5.6800, 0.3392, 1.4651], [0.5470, -1.3844, 6.1701], [-5.5911, 4.4022, 0.2426], [3.4061, 0.2561, 3.5385], [0.0521, 5.8634, 0.3842], [1.3265, -3.6152, -7.9277], [1.3779, 4.1981, -1.0486], [3.3714, -1.4403, 4.9800], [2.4686, -2.8660, 5.4788], [3.3951, 4.9621, -0.2781], [-1.6805, 6.0993, 0.6079], [1.7429, -2.1459, -2.2810], [3.5935, 3.3309, -2.1651], [-4.1392, 1.0144, -0.7401], [5.0287, 2.6308, -1.4210], [-3.9304, 4.7075, -1.6297], [2.0263, -0.9912, 7.0505], [-4.5388, 3.1665, 0.9519], [1.3536, -4.4844, -3.7377], [1.3205, 0.5583, -5.3743], [-1.2077, -5.0686, 4.8718], [-2.0314, 5.7563, -1.8634], [-2.6253, -4.1962, -2.3811], [-0.4061, 0.2363, -5.4797], [5.0793, 4.2891, -2.0332]], "forces_ev_per_angstrom": [[-0.1, 0.1, -0.1], [0.1, -0.5, -0.7], [0.5, 0.4, -0.1], [-0.5, 0.7, 0.1], [0.2, -0.3, 0.7], [-0.4, -0.4, 0.2], [0.0, 0.1, 0.3], [-0.1, -0.1, 0.0], [0.2, 0.3, -0.3], [0.1, -0.1, 0.0], [0.2, 0.2, 0.0], [0.0, 0.0, -0.1], [-0.7, 0.0, -0.1], [0.0, 0.0, 0.0], [0.0, 0.1, 0.1], [0.0, 0.1, 0.2], [0.0, 0.0, -0.2], [0.0, 0.1, 0.1], [0.0, 0.3, 0.1], [0.1, -0.1, 0.0], [0.3, -0.2, 0.2], [0.0, -0.1, 0.0], [0.1, 0.0, 0.0], [0.3, 0.4, -0.1], [0.0, 0.1, 0.0], [-0.1, 0.1, 0.0], [-0.6, -0.2, -0.8], [0.9, -0.1, 0.1], [0.0, -0.1, 0.3], [0.1, 0.0, -0.1], [0.0, -0.2, -0.1], [0.0, 0.0, -0.1], [-0.2, 0.1, 0.0], [-0.2, 0.1, 0.1], [-0.3, -0.3, -0.1], [0.0, 0.0, 0.2], [0.0, 0.0, 0.0], [0.1, -0.1, 0.0], [-0.6, -0.1, -0.2], [0.6, 0.1, 0.4], [-0.1, 0.0, 0.1], [0.0, 0.1, -0.1], [0.5, 0.1, 0.4], [0.0, 0.0, 0.0], [0.0, -0.6, -0.1], [0.1, -0.1, -0.2], [-0.2, 0.2, -0.2], [0.0, 0.0, 0.1], [0.0, 0.0, -0.2], [-0.1, -0.1, -0.1], [-0.2, 0.0, 0.1], [0.0, 0.0, -0.1], [0.0, 0.1, 0.0], [0.0, 0.0, 0.0], [0.0, 0.0, 0.0], [0.0, 0.0, 0.0], [0.0, 0.0, 0.0], [-0.1, 0.0, 0.0], [0.0, 0.0, 0.0], [0.0, 0.0, -0.1], [0.0, 0.0, 0.0], [0.0, 0.0, 0.0], [0.0, 0.0, 0.0], [0.0, 0.1, 0.0], [0.0, 0.0, 0.0], [0.0, 0.0, 0.1], [0.0, 0.0, 0.0], [0.0, 0.0, 0.0], [0.0, 0.0, -0.1], [0.0, -0.1, -0.1], [0.1, 0.0, 0.0], [0.0, 0.0, 0.0], [0.0, 0.0, 0.0], [0.0, 0.0, 0.0], [0.0, 0.0, 0.1], [0.0, 0.0, 0.0], [0.1, -0.1, -0.1], [0.0, 0.0, 0.0], [0.0, 0.0, 0.0], [0.0, 0.0, 0.0], [0.0, 0.0, 0.0], [0.0, 0.0, 0.0], [0.0, 0.0, 0.0], [0.0, 0.1, 0.1], [0.1, -0.1, 0.0], [0.1, 0.0, -0.1], [0.0, 0.0, 0.0], [0.0, 0.0, 0.0], [0.0, 0.0, 0.0], [0.0, 0.0, 0.0], [0.0, 0.0, 0.0], [0.0, 0.0, 0.0], [0.0, -0.1, -0.1], [0.0, 0.0, 0.0], [0.0, 0.0, 0.0], [0.0, 0.0, 0.0], [0.0, 0.0, 0.1], [0.0, 0.0, 0.0], [0.0, 0.0, -0.1], [0.0, 0.0, 0.0], [0.0, 0.0, 0.1], [0.0, 0.0, 0.0]], "e_homo_ev": -9.7, "e_tot_ev": -63413.960, "multiplicity": 1, "total_charge": 1}